(1)
Density functional theory data (ωB97M-V/def2-TZVPD) for C32H56F24KN4O28S8 as an isolated structure.

Properties
E_tot, eV: -265598.063
HOMO-LUMO gap, eV: 7.4
Energy above the lowest of the compared OMol25 structures with the same formula, charge and spin, eV: 0.000
HOMO, eV: -3.44
LUMO level, Eh: 0.1453

```
! RIJCOSX wB97M-V def2-TZVPD def2/J DEFGRID3
* xyz -3 1
K 0.92388 -1.85719 2.21668
C 1.06250 1.97931 2.07092
F 1.36326 0.86428 2.72408
F 0.38238 2.73833 2.90588
F 2.18651 2.60088 1.73343
S -0.00778 1.58496 0.53624
O -1.23346 2.34856 0.68682
O 0.78801 2.04709 -0.56005
N -0.14341 -0.15179 0.64638
S -0.56206 -0.52289 -0.80236
O -1.56388 0.33625 -1.40352
O 0.51597 -0.79834 -1.71862
C -1.52653 -2.15240 -0.57129
F -2.78735 -1.80874 -0.26962
F -1.65837 -2.75870 -1.74563
F -1.09729 -2.94312 0.42834
C 4.63469 -4.37927 0.09145
F 4.24988 -5.63871 -0.06198
F 5.29863 -4.22651 1.24802
F 5.49279 -4.08554 -0.87660
S 3.10693 -3.14187 -0.01900
O 3.07667 -2.63748 -1.35883
O 1.99727 -4.03961 0.31187
N 3.56942 -2.11394 1.27126
S 4.21465 -0.96175 0.41830
O 5.29677 -1.28557 -0.46916
O 3.24071 0.00745 -0.01481
C 5.09204 -0.10691 1.83170
F 5.97048 -0.96459 2.39368
F 5.83861 0.86330 1.30126
F 4.28482 0.32323 2.80005
C -2.56494 8.32281 7.16256
F -3.06011 8.52366 8.38053
F -2.88054 9.31656 6.29493
F -1.23961 8.31397 7.19278
S -3.35396 6.71108 6.48534
O -2.97503 5.69723 7.44133
O -4.78822 6.91958 6.48565
N -2.75890 6.75645 4.91846
S -2.56439 5.19795 4.66186
O -1.25127 4.69176 4.98211
O -3.71600 4.37466 4.94928
C -2.43176 5.16899 2.75957
F -2.60802 3.93348 2.37705
F -3.40501 5.96271 2.24859
F -1.28592 5.71227 2.38193
C -3.41279 -0.56718 -6.44648
F -4.35706 -1.49879 -6.52662
F -2.28558 -1.10784 -6.92338
F -3.73244 0.48064 -7.20380
S -3.12641 -0.18028 -4.56496
O -2.64327 -1.44285 -4.06333
O -2.23636 0.93972 -4.57586
N -4.74072 0.24226 -4.15674
S -5.20001 -0.90334 -3.21110
O -5.24058 -2.24922 -3.76439
O -4.72380 -0.77202 -1.85593
C -7.05306 -0.55155 -3.08642
F -7.20990 0.76069 -2.78877
F -7.69554 -0.83794 -4.21833
F -7.62585 -1.18453 -2.05402
C 1.63022 1.33217 -4.27396
O 1.21018 2.46404 -3.56267
C 2.13686 3.53441 -3.64703
C 2.09226 4.43527 -2.42377
O 0.79965 4.88279 -2.13371
C 0.66582 5.73956 -1.02736
C 1.23612 7.13485 -1.32118
O 0.35006 7.90279 -2.08223
C 0.57943 9.28409 -2.02937
H 1.32308 0.41068 -3.77832
H 2.72035 1.25231 -4.37713
H 1.21441 1.32694 -5.28968
H 1.98873 4.12710 -4.55839
H 3.15569 3.14682 -3.75805
H 2.82123 5.21722 -2.69580
H 2.58909 3.98855 -1.55504
H 1.15307 5.28764 -0.15351
H -0.37040 5.87505 -0.71281
H 2.21941 6.92883 -1.75567
H 1.48004 7.49871 -0.31194
H -0.21544 9.73258 -2.62387
H 1.55249 9.62275 -2.40558
H 0.51732 9.63479 -0.99198
C -6.33224 -6.88011 -3.36316
O -5.85057 -6.35089 -2.15512
C -5.08144 -5.16758 -2.36581
C -4.84116 -4.42956 -1.05272
O -4.29164 -5.34146 -0.09164
C -4.02012 -4.75554 1.14258
C -3.85455 -5.83065 2.25602
O -4.82284 -6.84670 2.28553
C -6.03803 -6.43314 2.90261
H -6.99474 -7.72278 -3.19118
H -5.51635 -7.18455 -4.03238
H -6.81270 -6.10132 -3.97011
H -5.76139 -4.55172 -2.96856
H -4.20848 -5.27087 -3.01470
H -5.73785 -4.03402 -0.56468
H -4.16395 -3.58698 -1.20554
H -4.68539 -3.90202 1.31967
H -3.00441 -4.33994 1.09071
H -3.87520 -5.31582 3.22629
H -2.81658 -6.15011 2.16825
H -6.48212 -5.67083 2.26325
H -5.85726 -6.07118 3.91995
H -6.61819 -7.34692 3.01074
C 5.92596 2.38987 6.69548
O 4.81737 2.89857 5.97290
C 5.16372 3.09241 4.59667
C 3.93525 3.62890 3.88433
O 3.72093 5.00636 4.20967
C 2.62143 5.52698 3.50992
C 2.54721 7.03028 3.50103
O 1.65031 7.65595 4.42679
C 2.27837 7.76438 5.69942
H 5.82651 2.40109 7.78101
H 6.84789 2.96381 6.54525
H 6.02996 1.36300 6.33262
H 5.51485 2.18338 4.10873
H 5.86857 3.92931 4.55071
H 3.04981 3.08249 4.20735
H 4.20085 3.49971 2.83300
H 1.68092 5.20270 3.98487
H 2.48649 5.13610 2.49458
H 2.18811 7.46531 2.56579
H 3.57424 7.42250 3.44979
H 1.81449 8.45478 6.39343
H 3.36279 7.84634 5.56582
H 2.23454 6.76592 6.16400
C 3.71603 -9.74369 -5.32691
O 3.08341 -8.75256 -4.55366
C 2.48143 -9.35328 -3.40197
C 2.41339 -8.33749 -2.28755
O 1.61068 -7.29327 -2.81070
C 1.42847 -6.18408 -1.93939
C 0.78680 -5.02624 -2.69638
O 1.64541 -4.58266 -3.73357
C 1.30528 -3.28638 -4.22158
H 4.06485 -9.33154 -6.26852
H 3.21697 -10.69152 -5.59551
H 4.49728 -10.24998 -4.73867
H 3.09830 -10.15632 -2.97118
H 1.54582 -9.77608 -3.77165
H 3.45727 -8.02397 -2.16094
H 2.07780 -8.74889 -1.33170
H 2.37912 -5.77140 -1.59858
H 0.84025 -6.45335 -1.05878
H 0.62004 -4.18830 -2.01615
H -0.14116 -5.31718 -3.19898
H 0.21343 -3.19317 -4.18564
H 1.72226 -3.12118 -5.20910
H 1.57406 -2.45260 -3.56372
*
```

(2)
Density functional theory data (ωB97M-V/def2-TZVPD) for a 2-piece molecular cluster, CH5N3 overall.

Properties
E_tot, eV: -5583.886
HOMO-LUMO gap (spin up / spin down), eV: 8.8 / 9.5
Energy above the lowest of the compared OMol25 structures with the same formula, charge and spin, eV: 5.090
HOMO (spin up / spin down), eV: -8.34 / -9.08
LUMO level (spin up / spin down), Eh: 0.0178 / 0.0151

```
! RIJCOSX wB97M-V def2-TZVPD def2/J DEFGRID3
* xyz 0 1
C 1.23777 0.17842 -0.01198
N -1.97252 -0.19837 -0.23130
N -1.42349 0.59305 0.42669
N 0.47827 -0.47826 0.97038
H 1.09089 -0.17543 -1.02934
H 0.89260 1.13934 -0.05771
H 2.39723 0.25976 0.22247
H -2.84696 -0.01025 -0.78366
H 0.14620 -1.30826 0.49446
*
```

(3)
Density functional theory data (ωB97M-V/def2-TZVPD) for one molecule with the formula C5H10N2O3.

Properties
E_tot, eV: -14467.339
HOMO-LUMO gap, eV: 10.3
Energy above the lowest of the compared OMol25 structures with the same formula, charge and spin, eV: 3.812
HOMO, eV: -9.61
LUMO level, Eh: 0.0241
SMILES: CCN(COC(C)=O)N=O

```
! RIJCOSX wB97M-V def2-TZVPD def2/J DEFGRID3
* xyz 0 1
C -1.77756 1.82649 0.12187
C -1.81651 0.54854 0.96902
C 0.17268 -0.85750 0.48708
C 2.37652 -0.08568 -0.07853
C 3.05164 1.10158 -0.58364
H -2.20311 1.62640 -0.87910
H -2.24426 2.61543 0.72297
H -0.73369 2.08861 -0.08899
H -2.80790 0.30481 1.26651
H -1.12339 0.73151 1.90307
H 0.46800 -0.85816 1.57916
H 0.39301 -1.85663 0.05173
H 4.13982 1.10438 -0.15570
H 2.53655 2.09508 -0.39304
H 3.09241 1.03191 -1.65589
N -1.20372 -0.55954 0.37937
N -1.85502 -1.12929 -0.64851
O 1.00981 0.12993 -0.22980
O 2.86388 -1.10280 0.41670
O -2.89203 -0.55990 -0.93209
*
```